ORCA calculation (ωB97M-V with the def2-TZVPD basis set) on a cluster of 2 separate species, C5H15N2S in total at a distorted geometry.

For the energy above the lowest of the compared OMol25 structures with the same formula, charge and spin, the calculation gives 1.5975 eV. As for the energy: -19236.216 eV. The HOMO-LUMO gap is 9.56 eV. Its molar mass is 135.256 g mol⁻¹. The value obtained for the HOMO energy is -12.51 eV.

```
! wB97M-V def2-TZVPD RIJCOSX def2/J DEFGRID3
* xyz 1 1
S -2.335 -0.621 -0.243
N 0.730 -0.687 -0.286
N 4.196 -0.571 1.013
C -1.742 1.131 -0.545
C -1.171 1.320 -1.978
C -3.065 -0.291 1.408
C 2.151 -1.011 -0.152
C 2.804 -0.460 0.901
H -0.395 2.177 -2.000
H -1.093 1.413 0.270
H 4.623 -1.197 0.331
H 0.514 0.029 -0.990
H 4.535 -0.674 1.981
H -3.605 0.651 1.336
H -2.664 1.743 -0.411
H -1.984 1.494 -2.729
H 2.266 -0.038 1.746
H -0.613 0.393 -2.328
H -3.839 -1.065 1.514
H 0.137 -1.376 -0.741
H 2.621 -1.552 -0.922
H 0.269 -0.464 0.609
H -2.336 -0.345 2.217
*
```

Let us look at the Löwdin charges, expressed in e, one per atom: atom 1 (S): 0.790, atom 2 (N): 0.125, atom 3 (N): 0.070, atom 4 (C): -0.530, atom 5 (C): -0.162, atom 6 (C): -0.374, atom 7 (C): -0.088, atom 8 (C): -0.151, atom 9 (H): 0.111, atom 10 (H): 0.057, atom 11 (H): 0.106, atom 12 (H): 0.097, atom 13 (H): 0.117, atom 14 (H): 0.039, atom 15 (H): 0.082, atom 16 (H): 0.095, atom 17 (H): 0.129, atom 18 (H): 0.059, atom 19 (H): 0.040, atom 20 (H): 0.110, atom 21 (H): 0.108, atom 22 (H): 0.134, atom 23 (H): 0.038

ORCA calculation (ωB97M-V with the def2-TZVPD basis set) on a structure of composition C12H11I2N2Pt.

For the energy above the lowest of the compared OMol25 structures with the same formula, charge and spin, the calculation gives 0.0000 eV. As for the energy: -35042.457 eV. The HOMO-LUMO gap is 6.82 eV. Its molar mass is 632.120 g mol⁻¹. The value obtained for the HOMO energy is -11.13 eV.

```
! wB97M-V def2-TZVPD RIJCOSX def2/J DEFGRID3
* xyz 1 1
Pt -1.896 -0.646 1.379
I -4.155 -1.155 2.796
I -1.123 -2.665 2.773
N -2.478 0.951 0.261
N -1.632 1.578 -0.568
C -0.142 -0.552 0.542
C -2.239 2.583 -1.205
C 3.253 0.359 -0.022
C -3.650 1.575 0.145
C -3.548 2.619 -0.770
C 0.949 -0.493 0.022
C 4.749 -0.267 -1.795
C 3.750 -1.041 -2.370
C -3.059 -2.776 3.651
C 2.245 -0.418 -0.596
C 4.499 0.431 -0.622
C 2.501 -1.118 -1.776
H 1.719 -1.721 -2.218
H -1.705 3.196 -1.911
H 3.053 0.898 0.895
H -4.505 1.253 0.716
H -4.320 3.303 -1.072
H 5.277 1.033 -0.173
H 5.723 -0.210 -2.261
H -0.685 1.218 -0.639
H -3.533 -3.710 3.379
H 3.944 -1.587 -3.283
H -2.991 -2.638 4.723
*
```

Let us look at the Löwdin charges, expressed in e, one per atom: atom 1 (Pt): 0.458, atom 2 (I): 0.928, atom 3 (I): 1.043, atom 4 (N): -0.201, atom 5 (N): 0.021, atom 6 (C): -0.336, atom 7 (C): -0.044, atom 8 (C): -0.037, atom 9 (C): -0.134, atom 10 (C): -0.029, atom 11 (C): -0.128, atom 12 (C): -0.073, atom 13 (C): -0.072, atom 14 (C): -1.013, atom 15 (C): -0.264, atom 16 (C): -0.072, atom 17 (C): -0.037, atom 18 (H): 0.116, atom 19 (H): 0.136, atom 20 (H): 0.115, atom 21 (H): 0.089, atom 22 (H): 0.112, atom 23 (H): 0.108, atom 24 (H): 0.108, atom 25 (H): 0.122, atom 26 (H): -0.011, atom 27 (H): 0.108, atom 28 (H): -0.011

ORCA calculation (ωB97M-V with the def2-TZVPD basis set) on a cluster of 2 separate species, C4H10NO2 in total at a distorted geometry.

For the energy above the lowest of the compared OMol25 structures with the same formula, charge and spin, the calculation gives 2.0808 eV. As for the energy: -9895.365 eV. The HOMO-LUMO gap is 7.10 eV. Its molar mass is 104.129 g mol⁻¹. The value obtained for the HOMO energy is -3.01 eV.

```
! wB97M-V def2-TZVPD RIJCOSX def2/J DEFGRID3
* xyz -1 1
O 0.431 1.001 0.789
O -1.692 -0.332 -0.108
N -0.162 -0.317 -1.993
C -1.493 -0.075 -1.495
C 0.946 0.822 1.951
C 1.074 1.694 2.981
C 0.351 -1.633 -1.634
H -1.751 0.973 -1.698
H 0.816 2.746 2.976
H 1.344 -1.781 -2.062
H -0.999 0.231 0.364
H -0.314 -2.399 -2.039
H 1.490 1.336 3.916
H 0.427 -1.775 -0.553
H -2.251 -0.693 -1.994
H 0.424 0.388 -1.553
H 1.360 -0.185 2.153
*
```

Let us look at the Löwdin charges, expressed in e, one per atom: atom 1 (O): -0.221, atom 2 (O): -0.131, atom 3 (N): -0.114, atom 4 (C): -0.351, atom 5 (C): -0.518, atom 6 (C): -0.106, atom 7 (C): -0.150, atom 8 (H): 0.106, atom 9 (H): 0.002, atom 10 (H): 0.064, atom 11 (H): 0.038, atom 12 (H): 0.069, atom 13 (H): -0.013, atom 14 (H): 0.069, atom 15 (H): 0.102, atom 16 (H): 0.080, atom 17 (H): 0.076